# C40H43BO4S

C40H43BO4S as an isolated structure (ωB97M-V with the def2-TZVPD basis set, the Open Molecules 2025 dataset).

Energy above the lowest of the compared OMol25 structures with the same formula, charge and spin in eV: 2.413
HOMO in eV: -5.7
Calculated total energy in a.u.: -2273.9302

```
89
Properties=species:S:1:pos:R:3:forces:R:3
C 5.4121 0.1048 2.6132 0.152 -0.555 -0.088
C 4.0574 0.5443 3.0177 -1.042 0.151 1.102
C 3.5079 0.5564 4.2948 0.276 -0.301 -1.111
C 2.2634 1.2326 4.3735 -0.333 0.292 -1.177
C 1.8721 1.8250 3.1628 2.286 -1.475 0.975
B -0.6291 -2.2943 1.8045 -0.572 0.500 0.152
C 1.4872 3.2062 3.0198 -0.607 1.302 -0.168
C 1.0016 3.9808 4.1037 0.005 -0.347 -0.876
C 0.7153 5.3289 3.8973 0.113 -0.238 0.248
C 0.9258 5.9111 2.6455 -0.184 0.488 -0.136
C 1.4607 5.1706 1.5882 -0.078 0.277 0.531
C 1.7835 3.8453 1.8018 -0.299 -0.127 -0.348
O -0.0883 -2.6359 0.5994 0.478 0.026 0.867
C 1.1373 -3.2875 0.9976 0.455 -0.266 -0.163
C 1.3929 -4.2926 -0.1111 0.165 -0.506 0.039
C 2.2978 -2.2951 0.9606 0.137 0.253 0.194
C 0.7859 -3.8122 2.4679 0.338 -0.885 -0.111
C 0.1976 -5.2152 2.4207 -0.089 -0.158 -0.071
C 1.8834 -3.8216 3.5067 0.484 0.051 -0.058
O -0.2235 -2.9169 2.9502 0.302 0.080 -0.940
S 2.9493 1.2045 1.8831 0.086 0.552 0.863
H 5.9044 -0.3206 3.4915 0.102 -0.026 -0.201
H 5.3270 -0.6678 1.8419 0.275 0.025 0.029
H 6.0350 0.9239 2.2200 -0.329 -0.219 0.136
H 4.0282 0.1134 5.1313 -0.036 0.048 0.126
H 1.6862 1.3319 5.2856 0.282 0.334 0.034
H 0.8292 3.4826 5.0629 0.019 0.381 -0.314
H 0.3293 5.9154 4.7410 0.147 -0.152 -0.486
H 0.6584 6.9624 2.4867 0.164 -0.411 0.115
H 1.6449 5.6213 0.6113 -0.065 -0.039 0.343
H 2.2647 3.2825 0.9836 -0.480 0.441 0.563
H 2.2738 -4.9065 0.1126 -0.164 -0.008 -0.097
H 0.5223 -4.9320 -0.2971 0.232 0.084 0.119
H 1.5967 -3.7236 -1.0320 -0.099 -0.238 0.319
H 3.2496 -2.8063 1.1629 -0.244 0.035 0.089
H 2.3789 -1.8851 -0.0522 -0.127 0.044 0.188
H 2.1967 -1.4596 1.6648 -0.115 -0.245 -0.105
H 1.0123 -5.9010 2.1602 -0.327 -0.115 -0.031
H -0.1860 -5.4802 3.4168 0.065 0.075 -0.323
H -0.6168 -5.3013 1.6863 0.267 0.000 0.218
H 2.6681 -4.5173 3.2061 0.149 0.066 0.017
H 2.3173 -2.8337 3.6785 -0.058 -0.064 -0.072
H 1.4688 -4.1912 4.4514 0.018 0.144 -0.168
C -4.1769 -5.1671 -3.5611 -0.054 0.775 0.311
O -4.2279 -3.7667 -3.1902 -0.093 -0.707 -0.099
C -3.9095 -3.3979 -1.9213 0.473 0.122 0.550
C -4.0222 -2.0168 -1.6305 0.036 -0.751 -0.184
C -3.6325 -1.5299 -0.3931 0.266 -0.151 0.433
C -3.0933 -2.3793 0.5995 0.171 -0.244 -0.294
C -2.5987 -1.8712 1.9389 0.878 0.977 -0.603
C -1.4362 -0.9049 1.8684 -2.022 2.826 0.133
C -0.7664 0.1144 2.7169 -1.623 -3.871 0.206
C -1.0393 1.4430 2.3308 -0.072 1.782 -1.203
C -1.6858 2.3164 3.2424 0.645 -0.803 -0.411
C -2.0941 3.5648 2.8207 -0.129 0.334 -0.323
C -1.9354 3.9542 1.4881 0.081 0.002 0.036
C -1.3190 3.0946 0.5686 -0.165 0.215 0.158
C -0.8361 1.8709 0.9857 -0.196 -0.192 0.716
C -3.1917 -2.4046 3.1349 -0.170 -0.411 0.887
C -4.1809 -3.4234 3.0439 0.395 0.146 -0.386
C -4.5253 -4.2131 4.1078 0.346 0.355 1.040
C -3.9791 -3.9177 5.3733 0.632 0.561 -0.238
O -4.1154 -4.8730 6.3277 0.167 0.171 0.775
C -3.4318 -4.6940 7.5933 -0.521 0.017 -0.715
C -3.2588 -2.7087 5.5565 -0.367 -0.770 0.194
C -2.8372 -1.9894 4.4454 -0.265 -0.075 -0.499
C -3.0071 -3.7505 0.2848 -0.139 0.289 0.176
C -3.4200 -4.2821 -0.9336 -0.254 0.519 -0.512
H -4.4279 -5.1633 -4.6236 0.070 -0.131 0.208
H -3.1718 -5.5921 -3.4100 -0.306 0.183 -0.021
H -4.9276 -5.7454 -3.0003 0.259 0.152 -0.121
H -4.4034 -1.3588 -2.4131 0.085 -0.171 0.276
H -3.7431 -0.4652 -0.1832 0.094 -0.213 -0.029
H -1.5203 -0.4466 0.8751 0.223 -0.509 0.175
H -0.5267 -0.1147 3.7532 -0.147 0.022 -0.140
H -1.8564 1.9586 4.2625 0.035 0.239 -0.306
H -2.5594 4.2377 3.5397 0.061 -0.061 -0.209
H -2.2561 4.9434 1.1703 -0.024 -0.191 0.051
H -1.2227 3.3869 -0.4787 0.092 0.037 0.314
H -0.2830 1.2155 0.3035 -0.285 0.227 0.188
H -4.6426 -3.6265 2.0851 0.155 -0.044 0.090
H -5.1614 -5.0803 3.9983 -0.091 0.045 -0.005
H -3.5441 -5.6593 8.0919 0.080 0.262 0.016
H -2.3668 -4.4538 7.4476 -0.345 -0.086 -0.026
H -3.9250 -3.9019 8.1761 0.208 -0.212 -0.083
H -2.9985 -2.3796 6.5695 0.028 -0.161 -0.531
H -2.2514 -1.0803 4.5891 0.051 -0.408 -0.125
H -2.6223 -4.4349 1.0419 -0.018 0.178 -0.175
H -3.3459 -5.3569 -1.1230 0.010 0.452 0.083
```
Positions in Å, forces in eV/Å.

These are the Mulliken partial charges, in e, on atoms 1 to 8: atom 1 (C): -1.29, atom 2 (C): 0.58, atom 3 (C): -0.81, atom 4 (C): -0.74, atom 5 (C): 0.74, atom 6 (B): 0.76, atom 7 (C): 1.12, atom 8 (C): -0.33

# C40H43BiP2Si

C40H43BiP2Si as an isolated structure (ωB97M-V with the def2-TZVPD basis set, the Open Molecules 2025 dataset).

Total charge: +2
HOMO (alpha / beta) in eV: -13.2 / -13.2
Calculated total energy in a.u.: -2736.2022

```
87
Properties=species:S:1:pos:R:3:forces:R:3
C -0.6667 2.7008 -3.6358 -0.157 0.181 0.181
C -1.2289 3.1027 -2.4052 0.498 0.269 -0.119
C -1.2180 4.4641 -2.0522 -0.230 -0.163 -0.277
C -0.8356 5.4178 -2.9975 0.151 -0.107 -0.208
C -0.3947 5.0193 -4.2668 0.078 -0.200 0.263
C -0.2583 3.6549 -4.5633 -0.074 0.201 0.049
P -1.8106 1.8199 -1.2752 0.103 -0.107 0.559
C -2.5635 2.6376 0.1773 -0.007 0.013 0.192
C -1.8299 2.7456 1.3822 -0.488 -0.117 -0.541
C -2.4082 3.3394 2.4999 0.053 0.091 0.055
C -3.6962 3.8806 2.4240 0.173 -0.207 -0.304
C -4.4185 3.7860 1.2290 0.108 -0.035 0.088
C -3.8695 3.1455 0.1148 0.178 0.063 0.250
Bi 0.7118 0.3738 -0.3188 -1.520 0.133 -0.231
P 2.7930 -1.0812 0.4150 1.024 -0.565 0.382
C 4.0794 0.1744 0.5857 0.065 0.552 -0.201
C 5.1650 0.2286 -0.3051 0.063 -0.059 0.421
C 6.1716 1.1762 -0.1087 0.006 0.187 0.260
C 6.0699 2.1174 0.9259 -0.365 -0.254 -0.143
C 4.9064 2.1672 1.7086 0.082 -0.138 0.036
C 3.9154 1.2019 1.5425 0.185 -0.164 -0.216
C 2.5390 -1.9769 1.9814 -0.184 0.165 0.172
C 1.6672 -3.0815 1.9815 -0.016 0.199 0.056
C 1.3685 -3.7356 3.1778 0.328 0.078 -0.116
C 1.9425 -3.2992 4.3785 0.000 -0.009 -0.393
C 2.8214 -2.2146 4.3765 0.075 -0.053 -0.148
C 3.1322 -1.5582 3.1838 -0.213 0.010 -0.067
C 3.2383 -2.2917 -0.8498 -0.219 -0.253 -0.362
C 2.3851 -2.5119 -1.9442 0.253 0.314 0.212
C 2.7499 -3.3860 -2.9595 0.093 -0.256 -0.124
C 3.9550 -4.0949 -2.8771 -0.204 0.280 0.298
C 4.7795 -3.9324 -1.7536 -0.246 0.101 -0.069
C 4.4230 -3.0365 -0.7393 0.103 -0.098 -0.168
C -3.0973 0.8430 -2.1440 -0.071 -0.270 -0.254
C -3.6756 1.2561 -3.3579 0.063 -0.023 0.108
C -4.5850 0.4278 -4.0250 0.035 -0.133 0.228
C -4.9093 -0.8289 -3.5052 0.139 0.072 0.074
C -4.3184 -1.2600 -2.3123 -0.153 0.108 -0.028
C -3.4420 -0.4247 -1.6318 0.308 0.175 -0.021
H 1.2387 -3.4214 1.0367 0.041 -0.015 0.255
H 0.7110 -4.6055 3.1709 0.195 0.271 0.030
H 1.7134 -3.8320 5.3002 0.075 0.211 -0.174
H 3.2878 -1.8839 5.3032 -0.109 -0.099 -0.216
H 3.8375 -0.7291 3.1825 -0.171 -0.214 0.095
H 5.2438 -0.4898 -1.1169 0.064 0.086 0.177
H 7.0551 1.1669 -0.7507 -0.336 0.024 0.182
H 6.8798 2.8215 1.1201 -0.256 -0.173 -0.169
H 4.7834 2.9409 2.4738 0.085 -0.325 -0.335
H 3.0158 1.2341 2.1600 0.244 -0.003 -0.023
H 1.4469 -1.9633 -2.0057 0.186 -0.222 -0.155
H 2.0900 -3.5160 -3.8213 0.254 -0.001 0.322
H 4.2311 -4.7747 -3.6854 -0.014 0.203 0.326
H 5.7042 -4.5064 -1.6736 -0.283 0.214 0.020
H 5.0749 -2.9155 0.1268 -0.139 -0.020 -0.203
H -3.4108 2.2219 -3.7938 -0.096 -0.281 0.157
H -5.0354 0.7618 -4.9598 0.131 -0.062 0.269
H -5.6141 -1.4842 -4.0239 0.278 0.284 0.122
H -4.5384 -2.2528 -1.9102 0.000 0.374 -0.148
H -2.9874 -0.7712 -0.6995 -0.318 0.136 -0.428
H -0.8124 2.3509 1.4387 -0.247 0.114 0.048
H -1.8442 3.3833 3.4346 -0.210 0.065 -0.302
H -4.1255 4.3678 3.2992 0.052 -0.138 -0.274
H -5.4187 4.2115 1.1648 0.219 -0.132 0.027
H -4.4519 3.0458 -0.8026 0.144 0.051 0.236
H -1.5397 4.7755 -1.0575 -0.048 -0.056 -0.311
H -0.8810 6.4798 -2.7470 0.013 -0.361 -0.067
H -0.1186 5.7669 -5.0153 -0.096 -0.261 0.312
H 0.1533 3.3426 -5.5261 -0.165 0.102 0.334
H -0.5693 1.6373 -3.8602 -0.142 0.232 -0.089
H 1.3751 2.0430 -0.2356 -0.010 -0.616 0.142
H 0.6263 0.0760 -2.0913 0.327 -0.054 0.691
C -1.9572 -3.7500 1.7867 0.337 0.033 -0.442
Si -2.0830 -1.8922 2.0356 -0.515 -1.254 2.109
C -3.9449 -1.5027 1.9450 0.111 0.475 -0.632
C -1.5902 -1.5739 3.8019 0.158 0.194 -0.052
C -1.0575 -0.9063 0.7938 -0.249 1.169 -1.636
H -2.4926 -4.2658 2.5921 0.010 0.228 -0.049
H -0.9200 -4.0987 1.8204 -0.211 -0.007 -0.092
H -2.4021 -4.0866 0.8450 0.076 0.013 0.040
H -4.4739 -2.0501 2.7374 0.451 -0.033 -0.008
H -4.1696 -0.4400 2.1064 0.070 -0.141 -0.104
H -4.4250 -1.8129 1.0070 0.173 0.138 0.115
H -0.5267 -1.7901 3.9419 -0.081 0.133 0.119
H -1.8032 -0.5426 4.1020 0.124 -0.100 0.058
H -2.1624 -2.2419 4.4562 0.068 0.121 -0.096
H -1.0552 -1.5242 -0.1291 -0.365 0.522 0.172
H -1.6454 0.0300 0.6663 0.157 -0.806 -0.243
```
Positions in Å, forces in eV/Å.

These are the Mulliken partial charges, in e, on atoms 1 to 8: atom 1 (C): -0.34, atom 2 (C): 0.68, atom 3 (C): -0.64, atom 4 (C): -0.57, atom 5 (C): -0.50, atom 6 (C): -0.67, atom 7 (P): 0.61, atom 8 (C): 0.77

> Look up the calculated total energy of the first one.

-2273.9302 a.u.

> Which of these has the lowest calculated total energy?

C40H43BiP2Si

> Which value of calculated total energy does entry 2 give?

-2736.2022 a.u.

> Which of these has the highest calculated total energy?

C40H43BO4S